Entry 1:
{
  "formula": "C4H8F2N3",
  "method": "ωB97M-V/def2-TZVPD",
  "elements": ["H", "N", "N", "C", "N", "C", "C", "C", "F", "F", "H", "H", "H", "H", "H", "H", "H"],
  "coordinates": [[0.071028, 3.160007, 0.872268], [-0.137466, 2.541575, 0.058615], [0.017128, 1.361414, 0.014413], [0.055779, 0.131723, -0.248576], [-0.950882, -0.589498, -0.845751], [-2.338377, -0.168852, -0.977295], [1.520798, -0.441469, -0.007207], [1.634732, -0.792946, 1.373481], [1.698716, -1.424244, -0.973706], [2.316073, 0.520575, -0.429446], [-0.928069, -1.592259, -0.836087], [-2.990753, -0.949857, -1.323876], [-2.353438, 0.653040, -1.811520], [-2.737899, 0.244617, -0.055722], [2.585542, -1.281687, 1.433669], [0.834328, -1.450857, 1.729852], [1.702754, 0.078726, 2.026890]],
  "atomic_forces_ev_per_a": [[-0.746, -1.381, 0.658], [1.142, 1.244, -2.227], [-1.310, 1.056, 2.235], [-0.419, -1.879, -2.271], [0.441, 0.221, 1.501], [0.136, 3.127, -1.772], [-2.485, 0.046, -4.036], [0.754, -0.968, 1.908], [-0.451, 0.009, 1.642], [1.286, 1.226, 0.412], [1.075, -0.370, 0.251], [0.183, -0.572, -0.024], [-0.223, -1.320, 1.618], [-0.048, 0.048, 0.099], [0.612, -0.642, 0.505], [0.244, 0.069, -0.218], [-0.192, 0.087, -0.281]],
  "mulliken_charge": [0.326, -0.816, 0.719, 0.253, -0.153, -0.895, 0.901, -1.143, -0.275, -0.277, 0.325, 0.360, 0.296, 0.322, 0.353, 0.341, 0.365],
  "charge": 1,
  "e_homo_ev": [-14.13, -14.13],
  "e_above_lowest_kcal_mol": 77.7,
  "mol_weight_g_mol": 136.13
}

=====

Entry 2:
{
  "formula": "C42H51N5O10PS2SbW",
  "method": "ωB97M-V/def2-TZVPD",
  "elements": ["W", "C", "C", "C", "C", "C", "C", "C", "C", "C", "C", "C", "C", "H", "H", "H", "H", "H", "H", "H", "H", "H", "H", "H", "H", "H", "H", "H", "H", "H", "H", "C", "C", "O", "P", "S", "S", "O", "C", "C", "H", "H", "H", "H", "H", "H", "H", "H", "H", "H", "O", "N", "O", "C", "C", "C", "C", "O", "C", "C", "N", "O", "O", "N", "O", "O", "H", "H", "C", "N", "C", "N", "O", "H", "H", "H", "H", "H", "H", "C", "C", "C", "C", "C", "C", "Sb", "C", "C", "C", "C", "C", "C", "C", "C", "C", "C", "C", "C", "H", "H", "H", "H", "H", "H", "H", "H", "H", "H", "H", "H", "H", "H", "H"],
  "coordinates": [[0.610699, 0.106085, -0.620131], [-0.695398, 2.005306, -2.847431], [-1.373455, 0.865410, -2.098476], [-1.150660, -0.487411, -2.498046], [-0.463038, -0.819559, -3.801125], [-2.031314, -1.491554, -1.981907], [-1.769815, -2.944684, -2.287314], [-3.251390, -1.135342, -1.425931], [-4.282205, -2.210363, -1.200652], [-3.564087, 0.228347, -1.206323], [-4.980370, 0.600536, -0.861159], [-2.593136, 1.192689, -1.425011], [-2.845593, 2.645840, -1.120083], [0.017694, 1.629707, -3.568118], [-0.176832, 2.696594, -2.183407], [-1.444853, 2.577503, -3.398864], [-0.678172, -0.042062, -4.532789], [-0.861539, -1.748707, -4.200841], [0.611833, -0.927251, -3.738946], [-2.340263, -3.262540, -3.164877], [-2.081819, -3.573519, -1.453800], [-0.721518, -3.130834, -2.486803], [-5.286766, -1.800762, -1.182125], [-4.112056, -2.723727, -0.252975], [-4.244991, -2.955465, -1.992862], [-5.624682, 0.389170, -1.718434], [-5.091101, 1.654669, -0.630490], [-5.357735, 0.026874, -0.015524], [-3.281310, 3.151651, -1.986105], [-1.909986, 3.142416, -0.874884], [-3.526596, 2.774924, -0.282057], [3.871421, -5.789056, 0.167705], [3.634399, -4.441562, -0.469472], [3.077577, -3.557953, 0.541461], [2.678976, -2.076727, 0.139092], [1.857331, -1.187078, 1.723861], [1.401570, -2.144464, -1.417553], [4.003267, -1.392998, -0.406216], [5.018117, -0.845946, 0.473150], [5.956669, -1.914149, 0.994172], [4.309191, -6.463369, -0.567303], [2.932176, -6.213147, 0.520828], [4.551655, -5.696373, 1.013344], [2.925210, -4.512819, -1.296993], [4.561207, -4.005573, -0.845185], [4.525457, -0.325731, 1.295680], [5.549462, -0.119312, -0.138722], [5.413698, -2.658877, 1.576615], [6.698960, -1.443869, 1.639090], [6.475690, -2.408079, 0.172818], [5.743661, 5.313869, -2.834026], [5.274886, 4.653227, -3.740958], [5.486091, 4.835755, -4.922759], [4.382190, 3.554900, -3.377017], [3.766030, 2.822125, -4.375611], [2.927155, 1.781953, -4.039429], [2.613703, 1.453308, -2.689080], [1.696520, 0.602989, -2.357253], [3.330192, 2.204943, -1.709868], [4.184789, 3.249704, -2.051817], [3.158796, 1.927081, -0.372819], [3.649981, 2.652645, 0.511602], [2.515360, 0.826845, -0.001698], [2.379507, 1.024178, -5.153271], [2.167045, 1.624929, -6.189136], [2.265786, -0.177582, -5.017975], [3.960458, 3.055493, -5.411997], [4.690854, 3.793861, -1.269315], [0.223412, 5.027379, -0.224222], [0.812723, 4.313510, 0.894855], [0.873566, 2.979798, 0.988148], [1.472661, 2.471161, 2.070271], [0.294440, 2.268566, 0.105000], [-0.146792, 5.987820, 0.126479], [-0.611727, 4.457481, -0.620037], [0.950627, 5.197434, -1.020787], [1.401431, 4.849279, 1.509517], [2.103244, 3.062837, 2.584105], [1.750679, 1.504550, 2.035667], [-6.098865, -0.199045, 2.494147], [-5.479213, -1.409015, 2.222129], [-4.154911, -1.439930, 1.805651], [-3.432559, -0.261591, 1.654540], [-4.071172, 0.948670, 1.899781], [-5.391085, 0.981505, 2.324578], [-1.295973, -0.379640, 1.273030], [-0.950667, 0.807682, 3.043379], [-1.378774, 2.132596, 3.052178], [-1.286735, 2.891665, 4.206228], [-0.745984, 2.337951, 5.358900], [-0.267976, 1.037383, 5.338719], [-0.364421, 0.271860, 4.182884], [-1.201984, -2.351493, 2.111902], [-1.664757, -2.612175, 3.397527], [-1.644485, -3.908004, 3.891971], [-1.181407, -4.948916, 3.099163], [-0.743104, -4.694527, 1.808637], [-0.750399, -3.397450, 1.315194], [-7.123736, -0.175684, 2.839901], [-6.018976, -2.339256, 2.345924], [-3.688501, -2.396143, 1.613873], [-3.552978, 1.885475, 1.759119], [-5.863404, 1.933789, 2.529382], [-1.760859, 2.587366, 2.144852], [-1.642952, 3.914444, 4.211643], [-0.692223, 2.922215, 6.268041], [0.172221, 0.605933, 6.228845], [0.026720, -0.737842, 4.168119], [-2.053811, -1.804390, 4.005004], [-2.006545, -4.098869, 4.894008], [-1.163073, -5.956658, 3.493029], [-0.399053, -5.505076, 1.178326], [-0.387202, -3.199720, 0.313946]],
  "atomic_forces_ev_per_a": [[2.829, 1.325, -0.376], [-0.092, 0.027, -0.090], [-0.159, -0.367, -0.728], [-0.522, 0.452, 0.189], [0.229, -0.174, 0.012], [0.020, -0.083, -0.015], [-0.071, 0.088, 0.035], [0.064, -0.018, -0.202], [0.016, 0.036, -0.098], [-0.046, 0.057, -0.309], [-0.074, -0.039, -0.115], [0.127, 0.113, 0.317], [-0.001, -0.070, 0.009], [0.042, 0.007, 0.014], [-0.009, -0.001, -0.020], [-0.063, -0.014, 0.065], [0.036, 0.018, 0.003], [-0.028, 0.018, 0.008], [0.116, 0.065, -0.013], [0.004, -0.016, 0.001], [0.044, -0.018, -0.010], [0.029, -0.071, -0.029], [-0.024, -0.020, 0.080], [-0.037, -0.070, -0.225], [-0.010, -0.001, -0.011], [0.023, -0.011, -0.055], [-0.023, -0.035, -0.015], [-0.032, 0.040, -0.236], [-0.009, 0.059, 0.030], [-0.091, -0.060, -0.024], [0.017, 0.025, -0.032], [-0.076, 0.147, 0.037], [0.116, -0.159, -0.050], [-0.135, 0.238, 0.121], [0.440, -0.445, -0.184], [-0.483, 0.135, -0.728], [-0.092, 0.497, 0.401], [-0.267, -0.303, 0.123], [0.176, -0.002, 0.181], [-0.119, 0.051, -0.131], [0.008, -0.022, 0.010], [0.013, -0.028, 0.001], [0.023, -0.031, -0.013], [-0.015, 0.018, 0.022], [-0.018, 0.035, 0.034], [-0.036, 0.066, -0.079], [-0.053, 0.024, 0.003], [0.042, -0.010, 0.027], [0.024, -0.028, 0.005], [0.011, -0.026, 0.025], [-0.061, -0.086, -0.086], [0.210, 0.248, -0.058], [-0.050, -0.037, 0.136], [-0.260, -0.344, 0.130], [0.103, 0.002, -0.183], [-0.010, 0.264, 0.640], [0.098, 0.442, 0.208], [-0.783, -0.361, 0.040], [-0.062, 0.037, -0.849], [0.113, 0.034, 0.118], [-0.211, -0.138, 0.094], [0.150, 0.057, 0.135], [-0.093, -0.133, 0.053], [0.272, -0.270, -0.532], [-0.217, 0.033, 0.177], [-0.101, -0.015, 0.160], [-0.052, -0.035, -0.016], [-0.008, 0.045, -0.034], [0.067, -0.031, -0.082], [-0.046, 0.240, -0.124], [-0.144, -0.130, 0.080], [-0.133, 0.036, 0.047], [-0.063, -0.673, -0.121], [0.001, 0.001, 0.001], [0.089, 0.088, 0.030], [-0.024, -0.024, -0.016], [-0.018, -0.036, 0.091], [0.008, 0.009, 0.014], [0.028, -0.157, -0.104], [0.011, 0.013, 0.050], [-0.051, -0.019, 0.002], [0.095, 0.030, 0.121], [0.248, 0.047, -0.171], [0.036, 0.052, 0.182], [0.053, 0.029, 0.143], [-1.265, -0.694, 2.175], [0.226, -0.152, -0.420], [0.036, -0.066, 0.011], [-0.063, 0.061, 0.001], [0.015, -0.007, -0.007], [0.049, -0.057, 0.081], [0.041, 0.032, -0.137], [0.038, 0.219, -0.311], [-0.017, 0.088, -0.097], [-0.042, 0.068, 0.033], [0.014, -0.029, 0.065], [-0.013, -0.038, -0.090], [-0.067, 0.031, 0.061], [-0.005, -0.003, -0.018], [-0.013, 0.005, -0.007], [0.010, 0.032, 0.179], [-0.053, -0.026, 0.061], [-0.009, 0.002, -0.021], [0.012, 0.058, 0.057], [0.020, 0.001, -0.015], [0.020, 0.003, -0.006], [0.013, 0.019, -0.007], [-0.031, -0.011, 0.091], [-0.036, -0.062, 0.061], [0.034, -0.040, 0.001], [-0.018, -0.010, -0.029], [0.026, -0.008, 0.027], [0.015, -0.055, 0.018]],
  "mulliken_spin": [1.922, -0.001, -0.005, 0.023, -0.028, 0.050, 0.001, 0.004, 0.002, 0.015, -0.002, 0.067, -0.009, -0.005, 0.001, 0.002, -0.004, 0.003, 0.005, 0.001, 0.000, -0.003, 0.001, 0.001, 0.000, 0.000, 0.000, 0.000, 0.002, 0.002, 0.000, 0.000, 0.000, 0.007, 0.043, -0.065, -0.018, -0.013, 0.001, 0.001, 0.000, 0.000, 0.000, 0.003, -0.001, -0.004, 0.000, 0.000, 0.000, 0.000, -0.004, 0.002, -0.003, -0.022, 0.075, -0.041, 0.134, 0.046, -0.060, 0.103, 0.270, 0.368, -0.016, 0.002, -0.002, -0.004, 0.002, 0.011, 0.000, 0.010, -0.012, -0.001, 0.098, 0.000, 0.003, 0.001, 0.004, 0.003, -0.003, 0.000, 0.000, 0.004, -0.005, -0.001, 0.000, 0.038, -0.006, -0.003, 0.002, -0.001, 0.002, 0.008, -0.002, -0.004, 0.001, -0.001, -0.001, 0.017, 0.000, 0.000, 0.000, -0.002, 0.000, 0.000, 0.000, 0.000, 0.000, -0.001, 0.000, 0.000, 0.000, 0.000, -0.003],
  "charge": 1,
  "spin_multiplicity": 4,
  "e_homo_ev": [-9.51, -11.33],
  "e_above_lowest_kcal_mol": 44.2,
  "mol_weight_g_mol": 1186.60
}

=====

Entry 3:
{
  "formula": "C27H29N5O3",
  "method": "ωB97M-V/def2-TZVPD",
  "elements": ["O", "C", "C", "C", "C", "O", "N", "C", "C", "C", "C", "C", "C", "C", "C", "O", "N", "C", "C", "C", "C", "C", "C", "C", "C", "N", "C", "C", "N", "C", "C", "C", "C", "N", "C", "H", "H", "H", "H", "H", "H", "H", "H", "H", "H", "H", "H", "H", "H", "H", "H", "H", "H", "H", "H", "H", "H", "H", "H", "H", "H", "H", "H", "H"],
  "coordinates": [[1.464087, 4.109694, -1.108672], [1.250154, 3.016508, -1.586393], [0.100086, 2.765303, -2.557407], [-1.133695, 2.315913, -1.768712], [-0.943385, 0.932498, -1.174533], [-0.192504, 0.098122, -1.659411], [-1.684790, 0.658389, -0.080110], [-2.511770, 1.616900, 0.569865], [-3.804376, 1.844433, 0.119966], [-4.602767, 2.764322, 0.777813], [-4.114284, 3.448212, 1.878382], [-2.824627, 3.213648, 2.327887], [-2.019705, 2.296025, 1.677889], [-1.455909, -0.589368, 0.633251], [0.086190, -0.807221, 0.737064], [0.782555, 0.103506, 1.130122], [0.509705, -2.044129, 0.467154], [1.892581, -2.467025, 0.564880], [2.021433, -3.659278, 1.538283], [2.578809, -4.824885, 0.713751], [2.173055, -4.496548, -0.720249], [2.394936, -2.988475, -0.789668], [-2.222583, -1.753209, 0.072757], [-2.502542, -2.844367, 0.896551], [-3.189357, -3.923873, 0.368479], [-3.604913, -3.978486, -0.885907], [-3.347911, -2.943835, -1.665404], [-2.664899, -1.812550, -1.243642], [1.971206, 1.894589, -1.332262], [3.002958, 1.716225, -0.416912], [3.449299, 2.692186, 0.469495], [4.476202, 2.367135, 1.339746], [5.019064, 1.093266, 1.296597], [4.608188, 0.163188, 0.447631], [3.634270, 0.470710, -0.383211], [-0.123720, 3.701624, -3.069058], [0.370562, 2.004354, -3.290204], [-2.002646, 2.281557, -2.432517], [-1.342772, 3.035819, -0.976295], [-4.177255, 1.302052, -0.736250], [-5.608766, 2.945028, 0.430330], [-4.740002, 4.165708, 2.387154], [-2.443122, 3.748771, 3.184058], [-1.008163, 2.103003, 2.004951], [-1.780010, -0.426687, 1.669578], [-0.131040, -2.707502, 0.058581], [2.455542, -1.595599, 0.903249], [2.666444, -3.415885, 2.379747], [1.035515, -3.908577, 1.934278], [2.195660, -5.787307, 1.049487], [3.666468, -4.845031, 0.786434], [2.762264, -5.040117, -1.456613], [1.119635, -4.736457, -0.880295], [3.460095, -2.778054, -0.884081], [1.866658, -2.515229, -1.616671], [-2.187828, -2.843976, 1.929745], [-3.421958, -4.787920, 0.976808], [-3.706687, -3.025746, -2.682870], [-2.476407, -1.005430, -1.931698], [1.621178, 1.031836, -1.737436], [2.997065, 3.670333, 0.473319], [4.844443, 3.096144, 2.045331], [5.817459, 0.796071, 1.963520], [3.325991, -0.309353, -1.067920]],
  "atomic_forces_ev_per_a": [[0.030, 0.274, 0.229], [-0.173, -0.158, -0.605], [-0.072, 0.006, 0.179], [0.299, 0.054, -0.156], [-0.221, 0.448, -0.191], [-0.031, -0.181, -0.249], [-0.077, -0.368, 0.342], [-0.295, 0.287, 0.148], [0.149, -0.061, 0.050], [-0.064, 0.058, -0.004], [-0.063, 0.046, 0.013], [0.004, 0.003, 0.036], [-0.007, -0.057, -0.104], [0.441, 0.049, -0.088], [-0.514, -0.242, 0.093], [0.184, 0.340, 0.177], [0.008, -0.325, -0.048], [0.133, 0.238, 0.109], [0.161, -0.068, 0.040], [-0.087, -0.084, 0.005], [0.210, 0.013, 0.020], [-0.085, -0.020, -0.022], [-0.312, -0.264, -0.007], [-0.004, 0.190, -0.205], [0.105, 0.000, 0.266], [-0.260, -0.441, -0.164], [0.075, 0.254, -0.134], [0.034, -0.033, 0.189], [0.076, -0.423, -0.114], [0.452, 0.163, 0.355], [-0.084, 0.016, -0.065], [-0.010, -0.212, -0.087], [0.157, 0.231, 0.281], [0.068, -0.386, -0.062], [-0.190, 0.284, -0.129], [0.092, -0.059, 0.058], [-0.026, 0.042, -0.014], [-0.035, 0.011, 0.093], [-0.068, 0.002, -0.115], [-0.012, -0.080, -0.087], [-0.087, 0.019, -0.026], [-0.057, 0.062, 0.045], [0.036, 0.051, 0.073], [0.134, -0.047, 0.017], [0.084, -0.028, -0.211], [-0.063, 0.161, 0.052], [-0.069, -0.128, -0.042], [-0.040, 0.014, 0.096], [0.001, 0.031, 0.041], [0.078, -0.061, 0.036], [0.063, -0.056, -0.005], [-0.073, -0.061, -0.081], [-0.086, -0.046, -0.043], [0.091, 0.024, -0.029], [0.065, 0.108, -0.047], [0.021, -0.022, 0.125], [0.014, -0.027, 0.131], [0.010, 0.081, -0.111], [0.023, 0.066, -0.074], [-0.088, 0.251, 0.032], [-0.017, 0.011, -0.022], [0.039, 0.042, 0.055], [0.065, 0.076, 0.088], [-0.134, -0.069, -0.136]],
  "mulliken_charge": [-0.667, 0.493, -1.091, -0.882, 0.821, -0.662, 1.119, -1.469, 0.069, -0.841, -0.418, -0.842, 0.255, 0.533, 0.072, -0.758, 0.246, 0.239, -1.006, -0.607, -0.714, -1.091, -0.803, 0.105, -0.487, -0.638, -0.644, -0.191, 0.075, 0.575, -0.480, -0.472, -0.457, -0.613, -0.374, 0.474, 0.387, 0.336, 0.469, 0.458, 0.421, 0.406, 0.422, 0.534, 0.545, 0.179, 0.527, 0.305, 0.268, 0.379, 0.316, 0.418, 0.268, 0.346, 0.408, 0.456, 0.409, 0.391, 0.486, 0.205, 0.508, 0.398, 0.373, 0.515],
  "charge": 0,
  "e_homo_ev": -8.36,
  "e_above_lowest_kcal_mol": 0.0,
  "mol_weight_g_mol": 471.56
}